1.
Computed, not measured: BrHf as an isolated structure, with wB97M-V/def2-TZVPD.

Structure (XYZ):
```
2
Properties=species:S:1:pos:R:3:lowdin_charge:R:1
Hf 1.07539 0.32790 0.01133 2.125
Br -1.07539 -0.32790 -0.01133 0.875
```

Values from the calculation:
Spin multiplicity: 1
E_LUMO: -20.678 eV
ΔE to the lowest compared entry with this formula, charge and spin: 0.3 kcal per mole
Charge: +3
HOMO-LUMO gap: 0.343 hartree


2.
Computed, not measured: a 2-piece molecular cluster, C6H12INO3 overall at a distorted geometry, with wB97M-V/def2-TZVPD.

Structure (XYZ):
```
23
Properties=species:S:1:pos:R:3:lowdin_charge:R:1
O -1.75724 -1.17088 1.57823 -0.027
H 2.22810 0.31917 -0.85198 0.123
H -2.04264 -0.41302 2.12945 0.120
H -1.48793 0.06148 -3.07671 0.066
C -2.23805 0.54197 -2.42557 -0.091
I -0.18638 -3.01395 -0.34162 1.027
H 1.41213 1.07486 0.63520 0.073
C 0.50786 -1.51271 0.83063 -0.687
C -0.67556 1.91139 -0.92267 -0.018
N -0.33148 -0.85398 1.56694 -0.347
H -2.85424 -0.42854 -2.34782 0.090
H 1.97540 -0.72580 2.64068 0.056
H -0.26730 2.61896 -1.72568 0.094
C 2.17975 0.30394 0.31709 -0.035
H 3.13392 0.56301 0.73406 0.074
H -0.32086 2.18559 -0.01502 -0.004
H -2.69023 1.40744 -2.80616 0.043
H 2.45523 -1.79996 0.15197 0.108
H -1.81765 0.36074 -0.25453 0.030
O 2.45313 -1.30388 2.09456 0.012
O -0.07319 0.05430 2.35390 -0.021
C -1.56849 0.93351 -1.07587 -0.203
C 1.96574 -1.11362 0.81091 -0.486
```

Values from the calculation:
Spin multiplicity: 1
E_LUMO: 0.286 eV
ΔE to the lowest compared entry with this formula, charge and spin: 37.6 kcal per mole
Charge: 0
HOMO-LUMO gap: 0.341 hartree
SMILES: C[C@@H](O)/C(I)=[N+](\[O-])O.C=CC


3.
Computed, not measured: an isolated ion of composition CHN4S and charge -1 at a distorted geometry, with wB97M-V/def2-TZVPD.

Structure (XYZ):
```
7
Properties=species:S:1:pos:R:3:lowdin_charge:R:1
C -0.03204 0.35785 0.15720 0.021
H 0.75036 -0.35918 0.24310 0.013
N -2.31811 1.61591 0.64143 -0.165
N -1.19649 2.18114 0.85660 -0.190
N -2.37145 0.54116 0.03767 -0.699
S -3.46299 -0.54468 -0.42129 0.182
N -0.14459 1.48835 0.61911 -0.164
```

Values from the calculation:
Spin multiplicity: 1
E_LUMO (spin up / spin down): 4.007 / 4.054 eV
ΔE to the lowest compared entry with this formula, charge and spin: 100.9 kcal per mole
Charge: -1
HOMO-LUMO gap (spin up / spin down): 0.244 / 0.246 hartree


4.
Computed, not measured: a 3-piece molecular cluster, C6H20N2O2 overall at a distorted geometry, with wB97M-V/def2-TZVPD.

Structure (XYZ):
```
30
Properties=species:S:1:pos:R:3:lowdin_charge:R:1
H -0.05448 -3.19531 -1.69707 0.129
C -0.75177 3.40928 1.16128 -0.146
H -2.75382 0.30181 -0.12753 -0.025
H -0.90622 4.24443 0.38624 0.080
H 0.15510 3.80641 1.68697 0.076
H -1.29991 1.69056 -0.09806 0.092
H 1.52817 0.44211 0.78112 0.085
H -0.25154 -3.28410 0.07007 0.095
H 2.18474 -3.51875 -1.40857 0.085
C -0.44384 2.07481 0.50135 -0.281
N -0.20879 1.25762 1.73220 -0.059
H -3.57615 -0.76827 -0.80655 0.042
H -0.67302 -0.92144 -0.64302 0.076
H 1.91759 1.11526 -3.26898 -0.021
N 1.72303 -3.34643 -0.50791 0.000
O -3.32839 0.15853 -0.85266 -0.037
H 0.42207 2.23890 -0.11784 0.101
C 0.80837 0.14807 1.50461 -0.215
H 2.29313 -2.82013 0.03199 0.007
H 1.23975 -1.98388 1.37737 0.106
H -1.10046 0.89061 2.02511 0.091
H -1.62406 3.49322 1.87566 0.081
H 0.50154 1.37269 -3.59310 0.068
H 0.88532 -0.67778 -0.96722 0.087
O 1.09897 0.77068 -3.09190 -0.026
H -0.37741 -1.63964 1.63246 0.085
C 0.40194 -2.86719 -0.71516 -0.291
C 0.44359 -1.27363 1.12244 -0.202
H 1.48451 0.22896 2.39565 0.112
C 0.26203 -1.34738 -0.38895 -0.194
```

Values from the calculation:
Spin multiplicity: 1
E_LUMO: 0.595 eV
ΔE to the lowest compared entry with this formula, charge and spin: 58.7 kcal per mole
Charge: 0
HOMO-LUMO gap: 0.343 hartree
SMILES: CCNCCCCN.O.O


5.
Computed, not measured: C5H11N as an isolated structure at a distorted geometry, with wB97M-V/def2-TZVPD.

Structure (XYZ):
```
17
Properties=species:S:1:pos:R:3:lowdin_charge:R:1
H 0.44518 1.30605 0.30425 0.119
H 2.79845 0.06381 0.97076 0.074
C -0.16307 0.01780 0.21459 -0.372
H -3.37139 0.42618 -0.65897 0.078
H -2.48214 -1.07632 -0.94555 0.083
H -1.37983 1.39684 1.50549 0.101
H 3.27774 -0.85221 -0.45722 0.072
H -2.69862 -0.47510 0.72100 0.079
H -0.23371 -0.82716 0.88240 0.137
N -1.26542 0.56672 -0.51936 -0.151
H 2.08834 -1.52980 0.66011 0.066
C 2.42158 -0.60419 0.18396 -0.117
C -0.73506 1.38334 0.59343 -0.076
H 1.61268 0.96186 -1.07857 0.125
C -2.51424 -0.16959 -0.32493 -0.111
C 1.25922 0.00825 -0.60528 -0.207
H 0.94028 -0.59649 -1.44611 0.099
```

Values from the calculation:
Spin multiplicity: 1
E_LUMO: 1.110 eV
ΔE to the lowest compared entry with this formula, charge and spin: 105.8 kcal per mole
Charge: 0
HOMO-LUMO gap: 0.338 hartree


6.
Computed, not measured: a 2-piece molecular cluster, C2HBrO2 overall at a distorted geometry, with wB97M-V/def2-TZVPD.

Structure (XYZ):
```
6
Properties=species:S:1:pos:R:3:lowdin_charge:R:1
O -1.26979 1.52453 -0.38744 0.202
Br 3.21089 -0.19251 0.09352 0.607
O -2.66816 0.00512 0.62276 0.218
C -1.94712 0.74612 0.12967 -0.438
C 1.54832 -0.85574 0.27161 -0.567
H 1.12588 -1.22752 -0.73011 -0.022
```

Values from the calculation:
Spin multiplicity: 3
E_LUMO (spin up / spin down): 0.550 / -1.447 eV
ΔE to the lowest compared entry with this formula, charge and spin: 0.0 kcal per mole
Charge: 0
HOMO-LUMO gap (spin up / spin down): 0.336 / 0.371 hartree
<S²>: 2.009


Values of calculated total energy, in order: -2620.39812 -813.79708 -655.77334 -500.51241 -251.69390 -2801.18344, all in hartree.